(1)
A cluster of 5 separate species, C14H21FN4O2 in total in a non-equilibrium geometry, computed with ωB97M-V/def2-TZVPD.

```
42
Properties=species:S:1:pos:R:3:forces:R:3
F 1.7245 -0.2274 2.0695 -0.9 1.2 -0.8
O 2.9960 -0.8353 -3.0042 -3.8 1.8 1.8
O 1.0460 0.5365 -2.5650 1.6 0.1 -0.8
N -1.5438 3.4167 -2.5235 0.4 0.0 -0.7
N 1.1803 -1.8742 6.8300 0.2 0.0 -0.3
N -4.3218 0.2451 -1.3943 -0.2 0.3 -0.2
N 0.6559 -3.6792 0.1406 -0.1 -0.3 0.5
C -0.8489 3.3440 -3.4418 -0.3 0.1 0.2
C 1.6586 -0.8765 -0.7774 -0.5 0.5 -1.2
C 0.4198 1.0990 -1.3543 -0.1 -1.8 1.2
C 1.1459 0.8701 1.3093 -0.9 0.5 -0.3
C 1.8727 -1.9413 5.9136 0.0 0.0 0.0
C 2.7538 -2.0266 4.7463 0.2 -0.1 -0.3
C 2.0595 -0.4532 -2.2940 0.6 -0.6 1.5
C 1.4475 0.6105 -0.2367 1.1 0.0 0.2
C 0.4751 -4.0188 1.2251 0.0 0.0 0.0
C -4.8370 1.0173 -2.0740 0.1 0.0 0.0
C 0.2450 -4.4505 2.6061 0.0 -0.1 0.3
C -0.4085 1.0954 1.6592 0.8 -0.1 0.8
C -5.4908 2.0015 -2.9394 -0.2 0.2 -0.2
C 0.0347 3.2492 -4.6057 0.2 -0.1 -0.3
H 0.0849 2.1811 -1.3940 1.2 -1.3 -0.4
H -5.7053 2.9279 -2.4022 0.1 -0.2 0.1
H 2.4857 1.0804 -0.3843 -1.5 -0.2 -0.1
H -6.4388 1.6250 -3.3304 0.1 -0.1 0.1
H 3.2913 -2.9774 4.7172 -0.1 0.0 0.2
H -0.6036 2.2199 1.7343 0.3 -1.6 -0.3
H 3.5019 -1.2311 4.7481 -0.2 0.0 0.1
H 2.1933 -1.9417 3.8123 -0.1 0.1 0.2
H -0.5241 3.3289 -5.5410 -0.1 0.0 0.2
H -0.5483 0.6897 2.7275 -0.1 0.4 -1.7
H -1.1232 0.6330 0.9067 0.9 0.4 1.2
H -0.0514 -3.6144 3.2438 0.0 0.0 -0.2
H 0.6118 -1.3248 -0.9596 1.7 0.2 0.8
H -0.5465 -5.2008 2.6653 0.1 0.1 -0.2
H -0.5458 0.5041 -1.2399 1.1 0.8 0.1
H 2.3700 -1.5720 -0.2217 -1.0 1.2 -1.0
H 0.5696 2.2964 -4.6256 -0.2 0.0 0.3
H -4.8651 2.2602 -3.7964 0.1 -0.1 0.2
H 1.6846 1.8181 1.6746 -0.5 -1.6 -0.6
H 1.1437 -4.8909 3.0439 0.0 0.1 -0.2
H 0.7844 4.0435 -4.6059 -0.2 0.0 0.2
```
Positions in Å, forces in eV/Å.

**Multiplicity**: 1
**Strongest force on any atom**: 4.5 eV Å⁻¹
**SMILES**: C[C@@H](F)[C@@H]1COC(=O)C1.CC#N.CC#N.CC#N.CC#N
**HOMO level**: -0.36785 Eh
**Electronic energy**: -1015.32912 Ha
**LUMO energy**: 0.5 eV
**Energy above the lowest of the compared OMol25 structures with the same formula, charge and spin**: 25.2 kcal per mole

(2)
A cluster of 2 separate species, C14H21N3O6 in total, computed with ωB97M-V/def2-TZVPD.

```
44
Properties=species:S:1:pos:R:3:forces:R:3
O 3.0537 -2.6899 2.0083 -0.1 0.0 -0.1
O -1.5236 -2.3270 -5.4110 -0.1 0.2 0.0
O 0.9423 -2.3057 2.6298 0.3 0.1 -0.2
O -0.2473 5.9190 -0.5853 0.0 0.0 0.1
O -1.1725 3.3725 3.6302 0.2 -0.3 -0.1
O 0.8759 4.1244 -1.2418 -0.3 0.2 0.3
N 0.3356 1.8680 4.3725 0.0 0.1 0.0
N 2.4748 -3.1288 -0.4864 -0.1 -0.1 -0.1
N -1.8403 3.8659 0.7657 0.0 0.1 0.1
C 0.1565 4.6328 -0.4269 0.2 -0.2 -0.2
C -0.0107 -3.0019 0.0225 0.0 0.0 0.1
C 1.4066 -2.4644 0.2632 0.0 0.0 0.0
C -1.0024 -1.6206 -1.8433 0.0 -0.1 0.0
C 1.7574 -2.4867 1.7604 -0.2 0.1 0.0
C -1.3686 -1.4265 -3.1711 0.0 0.0 0.0
C -0.4506 -2.8263 -1.4101 0.0 0.0 -0.1
C -0.4722 2.3884 3.4137 0.0 0.1 0.1
C -1.1852 -2.4511 -4.0981 0.1 -0.1 0.3
C -0.3793 3.9511 0.8294 0.2 0.0 0.0
C 0.2349 2.5587 0.9740 0.1 0.0 0.0
C -0.6373 -3.6652 -3.6866 0.0 0.1 0.0
C -0.4372 1.7053 2.0589 0.0 -0.1 0.0
C -0.2773 -3.8403 -2.3568 0.0 0.1 0.0
H 2.3102 -4.1336 -0.5128 0.0 0.1 0.0
H -1.9060 -1.4515 -5.5567 0.1 -0.2 0.0
H 0.1339 -4.7992 -2.0455 -0.1 0.1 0.0
H 1.3079 2.6624 1.1763 -0.1 0.0 0.0
H 3.4671 -2.8387 1.1271 -0.1 0.0 0.1
H -0.0475 4.5685 1.6823 -0.1 -0.1 -0.1
H -1.8041 -0.4777 -3.4849 0.1 -0.2 0.1
H 0.1375 2.0407 0.0149 0.0 0.1 0.1
H -1.1578 -0.8145 -1.1286 0.0 -0.1 -0.1
H -0.6870 -2.4841 0.7102 0.1 -0.1 -0.1
H -2.1892 3.8504 1.7218 0.0 0.0 -0.1
H -0.5098 -4.4574 -4.4186 0.0 0.1 0.1
H 1.4303 -1.4059 -0.0237 0.0 0.0 0.0
H 0.0664 0.7342 2.1189 -0.1 0.1 0.0
H -0.7342 6.2089 0.1994 0.1 0.0 -0.1
H 2.4861 -2.8141 -1.4510 0.0 0.0 0.1
H -1.4755 1.5238 1.7653 0.1 0.0 0.1
H -0.0354 -4.0634 0.3032 0.0 0.1 0.0
H 0.3321 2.2972 5.2859 0.0 -0.1 -0.1
H -2.2536 4.6560 0.2839 0.0 -0.1 0.0
H 0.8954 1.0467 4.2216 -0.1 0.0 0.0
```
Positions in Å, forces in eV/Å.

**Multiplicity**: 1
**Strongest force on any atom**: 0.5 eV Å⁻¹
**SMILES**: N[C@@H](Cc1ccc(O)cc1)C(=O)O.NC(=O)CC[C@H](N)C(=O)O
**HOMO level**: -0.32282 Eh
**Electronic energy**: -1161.86320 Ha
**LUMO energy**: 0.5 eV
**Energy above the lowest of the compared OMol25 structures with the same formula, charge and spin**: 10.6 kcal per mole

(3)
The molecule C14H21N5O2 in a non-equilibrium geometry, computed with ωB97M-V/def2-TZVPD.

```
42
Properties=species:S:1:pos:R:3:forces:R:3
O 3.2484 0.7401 3.1974 -0.8 -0.8 0.1
O 0.4490 -0.4778 -2.6278 2.3 3.3 1.5
N 1.4466 0.3520 -0.6527 1.0 1.9 0.4
N 2.5099 1.4487 1.3187 -1.6 -0.4 -3.3
N 0.2725 -0.7743 1.7072 2.3 -1.3 -0.1
N 0.5741 2.3089 -5.0286 1.1 -0.5 4.3
N 1.7102 4.2103 -2.3842 0.5 -0.8 2.1
C 1.0712 0.6050 -1.8997 -1.5 -4.3 -1.0
C 1.2125 1.7800 -2.5728 0.8 2.7 1.0
C -3.8320 -2.2466 1.2525 1.0 3.3 0.1
C 0.8594 2.1055 -3.8901 -1.5 -0.3 -5.2
C -0.7023 -0.1243 2.4951 -0.5 0.2 0.8
C 1.9665 1.4471 -0.0249 0.3 -1.4 2.8
C 2.0498 2.7041 -0.4984 0.2 2.8 0.3
C -1.1350 -2.0853 -2.7394 0.3 0.4 0.4
C 2.4912 0.4905 2.2568 1.5 -1.3 2.6
C -2.1002 -0.5790 2.1296 -0.5 -0.7 0.1
C 1.6836 2.8887 -1.7897 -0.2 2.7 -3.2
C -2.3299 -2.0525 1.7263 -2.0 2.0 -0.7
C 0.0853 -1.6451 -1.9026 -3.1 1.6 0.1
C 1.6804 -0.8811 2.2407 -2.6 3.4 -1.3
H -0.8774 -2.7496 -3.5272 0.6 -0.1 -1.2
H -3.9598 -3.2249 1.0858 -0.5 -3.9 -0.6
H -1.6454 -2.3275 0.9523 0.2 -0.2 -0.7
H -2.4225 -0.0125 1.2762 -0.5 0.6 -0.4
H 0.2379 -0.4760 0.7489 0.2 0.0 0.0
H 2.0901 4.9920 -1.7852 -0.6 -1.6 -1.1
H -1.7562 -2.7121 -2.1756 -1.2 -0.8 1.3
H 2.2477 -1.6041 1.7318 0.6 -0.9 -0.8
H 0.8684 -2.3471 -1.8967 1.0 -0.9 0.2
H -1.7401 -1.2323 -3.1068 0.6 -0.5 0.3
H 3.0983 2.2649 1.5310 -0.5 -0.9 0.1
H -2.1471 -2.7097 2.5023 0.5 -1.3 1.9
H -4.6824 -1.9743 1.9519 1.3 0.3 -0.7
H 1.8471 4.3421 -3.3815 -0.2 -0.4 0.3
H -3.9416 -1.7931 0.2321 -0.2 0.1 1.0
H 2.3430 3.5998 0.1598 -0.4 -1.7 -1.2
H -0.2734 -1.3633 -0.8617 0.7 -0.6 -1.2
H -0.6023 -0.2946 3.5548 0.6 -0.7 0.5
H 1.4814 -1.1695 3.2363 0.7 -0.2 1.3
H -0.6297 0.9585 2.4645 -0.2 0.7 -0.3
H -2.7469 -0.3818 2.9936 -0.1 0.3 -0.4
```
Positions in Å, forces in eV/Å.

**Multiplicity**: 1
**Strongest force on any atom**: 5.4 eV Å⁻¹
**SMILES**: CCCCNCC(=O)Nc1cc(N)c(C#N)c(OCC)n1
**HOMO level**: -0.31665 Eh
**Electronic energy**: -970.27025 Ha
**LUMO energy**: 0.0 eV
**Energy above the lowest of the compared OMol25 structures with the same formula, charge and spin**: 81.8 kcal per mole

(4)
The molecule C14H21NO3S2, computed with ωB97M-V/def2-TZVPD.

```
41
Properties=species:S:1:pos:R:3:forces:R:3
S 2.9150 -0.7702 -0.7650 0.3 0.4 0.3
S 5.7895 -0.4355 0.1316 0.0 0.4 0.0
O 1.8668 0.1034 -1.2358 0.0 0.3 0.1
O -0.8703 -2.7528 1.4119 -0.2 -0.3 0.3
O 3.3972 -1.7718 -1.6706 0.2 -0.3 0.2
N -0.4259 -1.0603 -0.0176 -0.1 0.3 -0.2
C 5.5197 2.1121 0.2928 0.1 0.0 0.0
C -2.3239 -0.3473 -1.3622 -0.2 -0.2 0.1
C -3.9391 1.7228 0.0229 -0.2 -0.1 0.3
C -1.7334 -0.4305 0.0495 0.1 0.0 0.0
C 6.4301 1.1200 0.4841 -0.2 -0.4 -0.1
C 2.3841 -1.5814 0.7798 0.3 0.3 -0.6
C -3.8517 -0.4162 -1.4147 0.0 0.1 0.1
C 4.2709 0.2639 -0.2717 -0.2 -0.6 0.0
C -2.8821 1.6071 1.1208 0.2 0.2 -0.3
C 4.2711 1.6188 -0.1409 -0.3 -0.2 -0.1
C -4.5780 0.3768 -0.3246 0.0 0.1 -0.2
C -0.1060 -2.1605 0.6765 0.5 -0.1 -0.2
C -1.5726 0.9546 0.6856 -0.3 -0.2 0.3
C 1.3362 -2.6410 0.4713 -0.4 -0.2 0.0
H 7.4474 1.2110 0.8092 0.2 0.0 0.1
H -3.5081 2.1784 -0.8692 0.0 0.1 -0.1
H -4.6352 -0.2226 0.5857 -0.1 0.0 0.1
H 2.0168 -0.7986 1.4385 0.1 0.1 0.1
H -0.9333 0.8545 1.5671 0.0 0.0 0.0
H -2.6503 2.6076 1.4952 0.0 0.0 0.1
H -4.1682 -0.0536 -2.3956 -0.1 -0.1 0.0
H -4.1654 -1.4593 -1.3383 0.0 0.0 -0.1
H 1.4726 -3.5118 1.1151 0.0 0.1 -0.1
H 5.7273 3.1543 0.4524 0.1 0.2 0.0
H -1.0535 1.6020 -0.0261 0.1 0.0 0.0
H 0.2664 -0.6021 -0.6000 0.0 -0.1 0.1
H 1.4641 -2.9632 -0.5658 -0.1 -0.2 0.0
H 3.2901 -2.0216 1.1896 0.1 0.0 0.0
H -4.7211 2.3944 0.3860 0.0 0.0 -0.1
H -5.6044 0.5405 -0.6610 0.0 -0.1 0.1
H 3.4088 2.2203 -0.3603 -0.2 0.1 0.0
H -1.9283 -1.1771 -1.9521 0.0 0.1 0.0
H -2.3451 -1.0760 0.6867 0.0 0.1 -0.1
H -3.3047 1.0378 1.9521 0.0 0.0 0.1
H -1.9740 0.5734 -1.8325 0.1 0.0 -0.1
```
Positions in Å, forces in eV/Å.

**Multiplicity**: 1
**Strongest force on any atom**: 0.8 eV Å⁻¹
**SMILES**: O=C(CCS(=O)(=O)c1cccs1)NC1CCCCCC1
**HOMO level**: -0.34122 Eh
**Electronic energy**: -1622.92216 Ha
**LUMO energy**: 0.2 eV
**Energy above the lowest of the compared OMol25 structures with the same formula, charge and spin**: 0.0 kcal per mole